The following is a quantum chemistry calculation of a 2-piece molecular cluster, C3H6NO2 overall, from the Open Molecules 2025 dataset.

```
12
Properties=species:S:1:pos:R:3
C -1.90214 -1.26122 1.84891
C -0.68097 -1.15487 1.30013
N -0.23673 -0.34864 0.27005
H -2.74765 -0.66733 1.52463
H -2.05645 -1.94200 2.67046
H 0.20469 -1.53051 1.80693
H -0.66631 0.52411 0.04566
H 0.75388 -0.17835 0.30918
O 1.56990 1.38001 -1.22884
C 1.83330 1.62572 -2.41839
O 1.05909 1.66980 -3.40376
H 2.86939 1.88329 -2.72497
```

Values from the calculation:
HOMO-LUMO gap, hartree: 0.2881
Net charge: -1
DFT total energy, eV: -8794.0551
Lowest unoccupied orbital energy, eV: 3.81
Maximum force, eV Å⁻¹: 1.710
HOMO, eV: -4.03
Relative energy (zero: lowest compared OMol25 entry of this formula, charge and spin), kcal per mole: 26.8
Molar mass, g/mol: 88.1

---

The following is a quantum chemistry calculation of a 2-piece molecular cluster, C3H6NO2 overall, from the Open Molecules 2025 dataset.

```
12
Properties=species:S:1:pos:R:3
C -0.59566 1.27328 -0.86334
C 2.00066 -0.82618 1.53210
C -1.22717 0.10314 -0.79809
N -0.55012 -0.94465 0.11429
O 2.82243 -1.44742 1.98062
O 0.52667 1.38444 -0.07939
H -0.87827 2.20241 -1.42884
H -2.23154 -0.20843 -1.18968
H -0.29598 -1.86345 -0.26994
H -1.11315 -1.03064 0.91399
H 0.32504 -0.57255 0.51234
H 1.21709 1.93005 -0.42404
```

Values from the calculation:
HOMO-LUMO gap, hartree: 0.4135
Net charge: +1
DFT total energy, eV: -8785.1636
Lowest unoccupied orbital energy, eV: -3.46
Maximum force, eV Å⁻¹: 2.121
HOMO, eV: -14.71
Relative energy (zero: lowest compared OMol25 entry of this formula, charge and spin), kcal per mole: 18.9
Molar mass, g/mol: 88.1

---

> relative energy (zero: lowest compared OMol25 entry of this formula, charge and spin) of number 1 (C3H6NO2)?

26.8 kcal per mole

---

Please write out number 1 again, unchanged.
The following is a quantum chemistry calculation of a 2-piece molecular cluster, C3H6NO2 overall, from the Open Molecules 2025 dataset.

```
12
Properties=species:S:1:pos:R:3
C -1.90214 -1.26122 1.84891
C -0.68097 -1.15487 1.30013
N -0.23673 -0.34864 0.27005
H -2.74765 -0.66733 1.52463
H -2.05645 -1.94200 2.67046
H 0.20469 -1.53051 1.80693
H -0.66631 0.52411 0.04566
H 0.75388 -0.17835 0.30918
O 1.56990 1.38001 -1.22884
C 1.83330 1.62572 -2.41839
O 1.05909 1.66980 -3.40376
H 2.86939 1.88329 -2.72497
```

Values from the calculation:
HOMO-LUMO gap, hartree: 0.2881
Net charge: -1
DFT total energy, eV: -8794.0551
Lowest unoccupied orbital energy, eV: 3.81
Maximum force, eV Å⁻¹: 1.710
HOMO, eV: -4.03
Relative energy (zero: lowest compared OMol25 entry of this formula, charge and spin), kcal per mole: 26.8
Molar mass, g/mol: 88.1